Here is a 12-piece molecular cluster, H24O12 overall from the OMol25 dataset. Energies are from ωB97M-V/def2-TZVPD.

Its HOMO energy is -9.73 eV. The net charge is 0. Its frontier orbital gap is 0.34195 Ha. The SMILES is O.O.O.O.O.O.O.O.O.O.O.O. The calculation puts the LUMO energy at -0.43 eV. The relative energy (zero: lowest compared OMol25 entry of this formula, charge and spin) comes out at 650.6 kJ/mol. The calculation puts the total energy at -917.07756 Eh.

Each atom is followed by the atoms it is bonded to, with distances in Å.
Atoms and positions in Å:
1 H 0.836 -1.147 -0.327  O25 0.964
2 H 1.459 0.238 -0.386  O25 0.964
3 H 2.077 -3.328 -2.624  O26 0.964
4 H 2.055 -2.523 -3.913  O26 0.964
5 H 3.576 -0.125 3.565  O27 0.964
6 H 2.571 0.368 2.538  O27 0.964
7 H -2.523 -2.610 -0.286  O28 0.964
8 H -2.545 -3.732 -1.311  O28 0.964
9 H -1.720 0.342 2.456  O29 0.964
10 H -3.011 0.311 3.259  O29 0.964
11 H 1.596 5.934 -1.433  O30 0.964
12 H 1.917 4.460 -1.252  O30 0.964
13 H -0.370 2.077 1.959  O31 0.964
14 H -1.042 1.749 3.282  O31 0.964
15 H 0.901 -2.057 3.445  O32 0.964
16 H 2.390 -2.337 3.323  O32 0.964
17 H 0.673 -2.978 -1.026  O33 0.964
18 H 0.068 -3.095 -2.416  O33 0.964
19 H -2.494 2.075 0.636  O34 0.964
20 H -2.560 1.170 -0.584  O34 0.964
21 H 1.524 1.771 -1.257  O35 0.964
22 H 0.208 1.337 -0.632  O35 0.964
23 H -1.619 1.316 -2.690  O36 0.964
24 H -2.012 0.152 -3.586  O36 0.964
25 O 0.627 -0.214 -0.208  H1 0.964, H2 0.964
26 O 1.484 -3.027 -3.321  H3 0.964, H4 0.964
27 O 2.997 0.619 3.365  H5 0.964, H6 0.964
28 O -3.091 -3.028 -0.943  H7 0.964, H8 0.964
29 O -2.384 0.919 2.850  H9 0.964, H10 0.964
30 O 1.413 5.065 -1.807  H11 0.964, H12 0.964
31 O -1.015 2.418 2.589  H13 0.964, H14 0.964
32 O 1.548 -2.500 2.884  H15 0.964, H16 0.964
33 O -0.095 -3.326 -1.494  H17 0.964, H18 0.964
34 O -2.850 2.030 -0.259  H19 0.964, H20 0.964
35 O 0.741 1.236 -1.429  H21 0.964, H22 0.964
36 O -1.331 0.438 -2.967  H23 0.964, H24 0.964